Molecular formula: C48H55N13P
Method: DFT, wB97M-V/def2-TZVPD

Geometry as XYZ:
```
117
Properties=species:S:1:pos:R:3:lowdin_charge:R:1
N 0.178 -1.222 2.669 -0.30
P 0.318 -2.791 2.307 0.77
C 1.834 -2.934 1.143 -0.33
C 1.629 -3.667 -0.261 -0.16
N 1.553 -2.668 -1.382 0.07
C 2.157 -1.495 -0.778 -0.25
N 2.827 -0.460 -1.321 0.16
N 1.898 -1.526 0.609 0.07
H -0.742 -0.875 2.373 -0.07
H 0.570 -3.456 3.563 0.01
H -0.876 -3.280 1.683 0.01
H 2.843 -3.055 1.636 0.14
H 2.654 -4.128 -0.470 0.11
H 0.960 -4.568 -0.307 0.14
H 0.558 -2.599 -1.628 0.15
H 2.318 0.430 -1.471 0.11
H 3.822 -0.453 -1.552 0.13
H 2.463 -0.857 1.138 0.15
N -3.199 -2.004 2.262 0.04
C -4.282 -2.302 2.992 -0.14
C -5.472 -1.594 2.931 -0.06
C -5.548 -0.510 2.068 -0.07
C -4.441 -0.179 1.302 -0.07
C -3.299 -0.952 1.434 -0.18
H -4.173 -3.156 3.653 0.07
H -6.317 -1.882 3.542 0.11
H -6.460 0.070 1.992 0.08
H -4.464 0.661 0.619 0.10
H -2.408 -0.733 0.852 0.09
N 1.519 2.930 -1.700 0.04
C 1.285 3.781 -2.712 -0.15
C 1.186 5.154 -2.556 -0.06
C 1.331 5.683 -1.282 -0.06
C 1.571 4.827 -0.218 -0.07
C 1.657 3.470 -0.477 -0.18
H 1.176 3.320 -3.689 0.07
H 1.000 5.792 -3.409 0.11
H 1.258 6.752 -1.121 0.11
H 1.689 5.205 0.789 0.11
H 1.847 2.760 0.323 0.10
N 6.128 4.414 -1.143 0.07
C 7.198 4.026 -0.435 -0.14
C 7.259 2.845 0.287 -0.07
C 6.148 2.016 0.281 -0.08
C 5.026 2.396 -0.442 -0.10
C 5.068 3.596 -1.134 -0.15
H 8.041 4.708 -0.459 0.10
H 8.152 2.582 0.837 0.07
H 6.156 1.084 0.835 0.10
H 4.139 1.775 -0.469 0.06
H 4.217 3.934 -1.717 0.09
N -3.234 -5.377 4.257 0.05
C -2.169 -5.779 4.964 -0.16
C -2.119 -6.965 5.677 -0.07
C -3.236 -7.786 5.663 -0.07
C -4.352 -7.393 4.941 -0.07
C -4.301 -6.189 4.259 -0.15
H -1.321 -5.102 4.947 0.09
H -1.229 -7.240 6.228 0.10
H -3.237 -8.722 6.209 0.11
H -5.242 -8.008 4.908 0.11
H -5.148 -5.840 3.677 0.10
N -7.270 2.376 1.178 0.04
C -7.497 3.237 0.171 -0.17
C -7.588 4.609 0.336 -0.06
C -7.442 5.128 1.613 -0.07
C -7.209 4.263 2.670 -0.06
C -7.130 2.906 2.402 -0.15
H -7.608 2.783 -0.808 0.10
H -7.770 5.255 -0.513 0.11
H -7.508 6.197 1.782 0.11
H -7.090 4.633 3.680 0.11
H -6.945 2.191 3.196 0.10
N 0.435 3.089 -5.892 0.04
C -0.735 3.732 -5.767 -0.15
C -1.666 3.846 -6.786 -0.07
C -1.372 3.265 -8.010 -0.07
C -0.168 2.596 -8.167 -0.07
C 0.694 2.535 -7.084 -0.15
H -0.919 4.173 -4.792 0.10
H -2.597 4.375 -6.627 0.10
H -2.074 3.333 -8.833 0.11
H 0.096 2.131 -9.108 0.10
H 1.646 2.020 -7.157 0.10
N 4.987 -8.653 -1.432 0.06
C 4.165 -7.701 -1.892 -0.15
C 4.420 -6.343 -1.783 -0.10
C 5.593 -5.943 -1.160 -0.09
C 6.461 -6.909 -0.674 -0.07
C 6.114 -8.242 -0.836 -0.14
H 3.260 -8.063 -2.368 0.10
H 3.720 -5.617 -2.177 0.09
H 5.829 -4.890 -1.055 0.10
H 7.385 -6.635 -0.182 0.10
H 6.762 -9.034 -0.476 0.11
N -11.471 1.189 1.254 0.06
C -10.496 1.593 0.428 -0.15
C -10.635 1.668 -0.949 -0.08
C -11.850 1.301 -1.507 -0.08
C -12.874 0.877 -0.674 -0.08
C -12.636 0.841 0.691 -0.15
H -9.565 1.867 0.910 0.07
H -9.814 2.005 -1.569 0.09
H -11.998 1.345 -2.580 0.10
H -13.836 0.582 -1.074 0.10
H -13.406 0.520 1.383 0.10
N 10.591 2.450 0.665 0.04
C 11.473 3.138 -0.073 -0.15
C 12.795 3.334 0.290 -0.07
C 13.235 2.790 1.487 -0.07
C 12.342 2.076 2.271 -0.07
C 11.041 1.934 1.818 -0.15
H 11.082 3.546 -0.999 0.10
H 13.464 3.897 -0.348 0.10
H 14.262 2.923 1.807 0.11
H 12.649 1.638 3.212 0.10
H 10.307 1.380 2.394 0.10
```

Orbital gap in eV: 6.5
LUMO level in eV: -4.3
Charge: +1

=====

Molecular formula: C48H56BClEuN3O2P2
Method: DFT, wB97M-V/def2-TZVPD

Geometry as XYZ:
```
114
Properties=species:S:1:pos:R:3:mulliken_spin:R:1
Eu 14.203 11.584 13.260 5.05
C 7.303 5.433 16.294 0.00
C 7.571 6.914 15.985 0.00
C 6.186 7.498 16.191 0.00
C 7.991 7.143 14.544 0.00
C 7.227 6.585 13.533 0.00
C 7.214 6.935 12.193 0.00
C 8.238 7.777 11.764 0.00
C 9.210 8.322 12.726 0.03
P 10.432 9.396 12.069 0.04
C 10.315 11.150 12.471 0.03
C 9.684 11.843 11.372 0.00
C 8.594 12.554 11.701 0.00
C 8.095 12.832 13.005 0.00
C 8.786 12.326 14.112 0.00
C 9.879 11.422 13.783 -0.02
C 11.910 8.423 11.671 0.28
C 13.069 8.435 12.682 0.00
C 13.679 7.157 12.593 0.46
C 13.479 6.252 11.548 -0.20
C 12.586 6.462 10.509 0.42
C 11.727 7.563 10.670 -0.12
C 9.106 7.906 14.141 -0.02
O 10.105 8.338 15.027 0.01
C 9.698 8.265 16.425 0.00
C 10.614 8.901 17.333 0.00
C 10.415 8.673 18.669 0.00
C 9.266 8.098 19.180 0.00
C 8.351 7.645 18.248 0.00
C 8.559 7.616 16.887 0.00
P 12.043 9.836 16.837 0.00
C 13.468 8.717 17.446 0.00
C 13.518 7.442 16.872 0.00
C 14.489 6.472 17.155 0.00
C 15.579 6.852 17.924 0.00
C 15.585 8.133 18.501 0.00
C 14.529 9.022 18.341 0.00
C 12.178 11.303 17.954 0.00
C 13.333 11.862 18.548 0.00
C 13.184 12.761 19.623 0.00
C 11.969 13.309 20.024 0.00
C 10.813 12.833 19.404 0.00
C 10.926 11.787 18.457 0.00
H 6.499 5.016 15.724 0.00
H 7.135 5.265 17.372 0.00
H 8.221 4.921 16.006 0.00
H 5.506 7.185 15.435 0.00
H 6.294 8.592 16.190 0.00
H 5.802 7.212 17.157 0.00
H 6.649 5.698 13.878 0.00
H 6.498 6.490 11.500 0.00
H 8.415 8.123 10.753 -0.01
H 10.081 11.781 10.365 0.00
H 8.030 13.034 10.909 0.00
H 7.421 13.641 13.218 0.00
H 8.680 12.626 15.157 0.00
H 10.367 10.872 14.594 0.00
H 12.739 8.726 13.538 -0.04
H 14.425 6.870 13.332 0.02
H 14.169 5.415 11.550 -0.01
H 12.356 5.676 9.795 0.02
H 10.860 7.819 10.055 -0.02
H 11.212 9.036 19.361 0.00
H 9.164 8.107 20.252 0.00
H 7.431 7.204 18.626 0.00
H 12.632 7.153 16.291 0.00
H 14.405 5.525 16.655 0.00
H 16.440 6.192 18.153 0.00
H 16.427 8.435 19.118 0.00
H 14.509 9.871 18.958 0.00
H 14.324 11.560 18.217 0.00
H 14.091 13.038 20.214 0.00
H 11.942 14.125 20.779 0.00
H 9.811 13.209 19.652 0.00
H 10.007 11.279 18.147 0.00
B 13.646 16.016 8.293 0.00
C 13.371 15.084 9.515 0.00
N 13.247 14.383 10.469 0.00
H 14.588 16.776 8.478 0.00
H 12.683 16.672 7.844 0.00
H 13.701 15.093 7.454 0.00
Cl 17.800 11.918 14.314 0.00
C 16.086 11.407 14.364 -0.03
H 15.848 12.116 15.139 0.00
H 16.042 10.436 14.805 0.00
C 16.809 14.090 10.235 0.00
C 17.399 12.705 10.003 0.00
N 16.534 11.883 9.122 0.00
C 16.749 11.976 7.615 0.00
C 16.306 13.339 7.041 0.00
C 15.534 11.195 9.689 0.00
C 14.491 10.619 8.775 0.00
N 15.357 11.134 11.027 0.00
H 17.324 14.665 10.983 0.00
H 15.769 14.009 10.601 0.00
H 16.838 14.707 9.333 0.00
H 17.484 12.117 10.940 0.00
H 18.400 12.685 9.549 0.00
H 16.207 11.116 7.196 0.00
H 17.833 11.831 7.501 0.00
H 16.936 14.085 7.573 0.00
H 15.253 13.542 7.213 0.00
H 16.531 13.378 5.975 0.00
H 14.898 9.913 8.039 0.00
H 13.936 11.347 8.155 0.00
H 13.734 10.113 9.435 0.00
H 16.222 11.210 11.563 -0.01
H 13.956 9.039 12.381 0.10
C 15.697 16.441 12.467 0.00
O 14.322 16.767 12.637 0.00
H 16.235 16.945 13.260 0.00
H 16.199 16.762 11.513 0.00
H 15.912 15.363 12.695 0.00
H 13.854 16.331 11.915 0.00
```

Orbital gap (alpha / beta) in eV: 6.9 / 6.0
Multiplicity: 7
LUMO level (alpha / beta) in eV: -0.3 / -1.0
Relative energy (zero: lowest compared OMol25 entry of this formula, charge and spin) in kJ/mol: 136.0